Record 1
{
  "formula": "C46H136N20O22",
  "method": "ωB97M-V/def2-TZVPD",
  "species": ["O", "O", "O", "O", "O", "O", "O", "O", "O", "O", "O", "O", "O", "O", "O", "O", "O", "O", "O", "O", "O", "O", "N", "N", "N", "N", "N", "N", "N", "N", "N", "N", "N", "N", "N", "N", "N", "N", "N", "N", "N", "N", "C", "C", "C", "C", "C", "C", "C", "C", "C", "C", "C", "C", "C", "C", "C", "C", "C", "C", "C", "C", "C", "C", "C", "C", "C", "C", "C", "C", "C", "C", "C", "C", "C", "C", "C", "C", "C", "C", "C", "C", "C", "C", "C", "C", "C", "C", "H", "H", "H", "H", "H", "H", "H", "H", "H", "H", "H", "H", "H", "H", "H", "H", "H", "H", "H", "H", "H", "H", "H", "H", "H", "H", "H", "H", "H", "H", "H", "H", "H", "H", "H", "H", "H", "H", "H", "H", "H", "H", "H", "H", "H", "H", "H", "H", "H", "H", "H", "H", "H", "H", "H", "H", "H", "H", "H", "H", "H", "H", "H", "H", "H", "H", "H", "H", "H", "H", "H", "H", "H", "H", "H", "H", "H", "H", "H", "H", "H", "H", "H", "H", "H", "H", "H", "H", "H", "H", "H", "H", "H", "H", "H", "H", "H", "H", "H", "H", "H", "H", "H", "H", "H", "H", "H", "H", "H", "H", "H", "H", "H", "H", "H", "H", "H", "H", "H", "H", "H", "H", "H", "H", "H", "H", "H", "H", "H", "H", "H", "H", "H", "H", "H", "H"],
  "xyz": [[2.62271, -1.86052, -2.13983], [-2.85670, 1.79811, 1.49800], [-2.12102, -1.97602, -2.47827], [7.56075, 0.18641, 0.92648], [2.28709, 0.43406, 2.38473], [4.84134, -5.55163, -5.00208], [5.87085, 2.29970, 5.02899], [-1.48314, -5.42036, -3.21173], [1.44631, 4.41539, 6.01012], [-2.87221, -9.30864, -0.50448], [-1.39580, 7.49228, -5.11355], [-1.29153, 0.80851, -5.17304], [-0.18895, 4.10221, 1.78434], [-0.50250, 3.30752, -2.52553], [-4.62204, 7.54514, 2.86905], [1.44151, -6.62405, 1.02270], [2.10274, -4.88288, -6.19290], [-0.51723, -1.05699, -0.19852], [-2.93484, -1.78089, 1.99794], [4.68479, 4.63698, 0.57435], [-5.34975, -0.35023, -3.17655], [1.63980, -2.11878, 1.38168], [-4.12181, 1.96177, 3.19775], [4.73746, 1.74696, 3.21349], [4.67279, -7.56004, -0.64202], [-6.05374, 1.60583, -0.30143], [-1.73319, 5.98585, -2.76088], [-0.24491, 4.30706, 4.60343], [5.55690, -1.98464, 0.87985], [-1.54060, 5.75295, 1.85737], [4.53078, -1.07545, -2.94577], [-1.88714, -4.11278, 3.74169], [-2.34532, 0.76398, 3.30726], [-1.76913, 4.28705, 0.17259], [4.52790, -3.02670, -1.86451], [1.56472, 2.84881, -0.06592], [1.83059, 3.84946, 3.89564], [1.02399, 0.14673, -1.15087], [-5.55491, 4.29774, 1.47487], [-1.26432, -5.89321, -0.36791], [3.85364, 1.34605, 5.07175], [-0.62570, 1.12322, -0.53065], [4.46470, -4.53738, -5.90335], [3.83761, -1.96502, -2.27732], [-2.44847, -2.17744, 5.12737], [-4.76992, 6.10422, 2.88056], [3.39843, 4.43260, -0.02992], [1.68027, -0.52803, 3.21028], [-5.86250, 1.48978, -1.71325], [2.88202, -6.50412, 0.81407], [-3.74968, -2.50636, 2.93361], [-0.60912, 6.90039, -2.98860], [-4.11436, 7.97166, 4.10349], [-1.42914, 1.45502, -3.82718], [-2.95084, -3.23412, 4.12248], [3.11643, -3.97041, -5.76261], [-7.03571, 6.25007, 1.74557], [0.96349, -5.59275, 1.95284], [-3.07639, 1.55467, 2.63757], [-5.44951, 2.89375, -2.31039], [-3.18790, -10.30675, -1.43976], [-2.03453, -4.18501, -3.72309], [-5.61504, 5.72407, 1.67710], [-3.34667, -6.77639, 0.60347], [-0.26768, 6.90571, -4.51112], [2.99046, 2.91620, 0.17407], [3.26358, -7.70834, -0.12851], [-2.09579, -8.21570, -1.04100], [5.66069, 5.54027, -0.04811], [7.28506, -0.61085, 2.09643], [5.41635, -1.82531, 3.29764], [3.19695, -9.15264, 0.51850], [4.90345, 1.81419, 4.45061], [-0.47123, 2.74144, -3.82026], [-1.93231, -7.15403, 0.05977], [3.81407, 1.79297, -0.65514], [-1.29279, -2.86589, -3.13121], [0.61659, 6.55120, -2.17333], [0.89589, -1.51160, 2.48382], [-0.08674, -0.03689, -0.53500], [-3.67756, -1.50757, 0.76903], [5.85210, -1.15167, 2.04447], [-1.11946, 4.66063, 1.26799], [1.05234, 4.13295, 4.88525], [-2.15566, 6.68596, -5.93260], [-5.09223, -1.68403, -3.33691], [-4.93993, 0.28117, -1.98644], [8.76437, 1.00823, 0.97090], [-5.08048, -2.23018, -2.39369], [4.19739, -0.22458, -3.37585], [1.21855, -1.88908, 0.55019], [3.74392, 0.78031, -0.25801], [-0.88469, 3.46508, -4.52275], [3.06879, -3.13484, -6.46093], [-2.40667, -11.05906, -1.33106], [-3.17585, 7.58811, 4.50372], [0.53234, -2.31781, 3.12097], [-3.81847, -7.74128, 0.78919], [4.88923, 1.94796, -0.56503], [-0.44274, -3.15934, -2.51525], [1.46827, 3.80480, 2.95393], [-4.33702, -3.20357, 2.33610], [-2.07434, -4.10939, -4.80973], [0.05765, -0.98908, 2.02291], [-4.85984, 7.65606, 4.83339], [4.34666, -2.01234, 3.20348], [5.56054, -0.94074, 3.91801], [3.95638, 1.51285, 6.06256], [-7.51451, 5.76084, 2.59380], [2.30407, 0.10904, 1.48159], [9.03043, 1.56036, 1.87227], [-4.50204, 3.34553, -2.01663], [2.79605, -7.62971, -1.11001], [2.91549, -5.59372, 0.21561], [3.49052, -6.36837, 1.70816], [1.29254, 3.57681, -0.71092], [2.42980, -0.98775, 3.85445], [-1.29495, 3.51471, -0.27323], [3.51439, 4.78332, -1.05542], [-7.22241, 7.32332, 1.78279], [4.85192, -8.18099, -1.41818], [-5.18383, 5.69979, 3.80425], [-2.36209, 0.85102, 4.31336], [-7.60180, 5.79781, 0.93127], [-2.47200, 4.73605, -0.39703], [4.57701, -2.22236, 0.82159], [-3.88428, -6.23054, -0.17185], [4.84826, -6.65694, -1.05882], [-2.59900, -7.76355, -1.89566], [2.20766, -9.34452, 0.93395], [-0.88007, 7.88166, -2.59898], [-1.56676, -1.53074, -1.83320], [-3.04872, 7.14432, -6.35738], [-3.21062, -10.03649, -2.49549], [-1.46390, -1.76294, 4.91079], [1.04436, 0.02996, 3.89757], [-1.70568, -5.45300, -2.27845], [-3.15761, -1.35311, 5.05186], [-5.33625, 2.95421, -3.39280], [8.03247, -1.39446, 2.22070], [-5.19359, -0.45214, -1.22092], [4.04346, -3.75559, -1.36038], [-0.81527, -2.33790, -3.95662], [1.55402, 0.99588, -1.01632], [6.45517, 5.83427, 0.63781], [-5.91516, -2.19168, -3.84009], [1.47329, -0.60369, -1.65593], [-4.13635, -1.94540, -3.79086], [6.20303, 5.15477, -0.91145], [5.15422, -3.70119, -5.78735], [-3.36388, -6.29243, 1.57999], [-1.28214, -5.18614, 0.35308], [-1.44462, -7.64209, 0.90360], [0.65632, 7.47781, -4.59491], [-2.43288, 1.87833, -3.78962], [-2.46288, -2.75209, 6.05347], [-3.19459, -1.01203, -0.07316], [-0.89119, 4.69420, 5.27615], [4.04443, -5.94175, -4.63556], [5.11843, 6.44040, -0.33762], [-1.59179, 6.43946, -6.83226], [-4.09699, 1.85857, 4.20216], [7.24986, -0.03803, 3.02311], [-2.08045, 0.36269, -5.48997], [-1.37054, -3.63951, 3.01421], [2.85488, -3.61035, -4.76760], [-4.53770, -1.89623, 3.37505], [5.54965, 1.92122, 2.63897], [5.74495, -1.51302, 0.00674], [-6.80022, 1.18243, -2.17619], [2.83615, 3.76891, 3.94534], [-0.10716, -5.62628, 2.15458], [0.54469, 2.51628, -4.14476], [-1.65964, 0.29326, 2.73423], [-3.64141, -3.94724, 4.57265], [-2.27498, 6.31082, 1.44560], [4.05178, -9.25116, 1.18757], [-2.46164, 6.23219, -3.41569], [9.56412, 0.26916, 0.92320], [-0.50266, 4.26673, 3.62770], [1.80709, -4.51842, -7.03038], [5.53657, -3.07841, -1.86407], [-4.78438, 2.57647, 2.74692], [-4.00506, 9.05270, 4.01691], [-6.25952, 4.11964, 0.77352], [2.64973, 5.11304, 0.37573], [-2.14071, 6.19471, -1.86065], [-1.10754, -8.57538, -1.32754], [-5.14595, 6.23302, 0.83506], [5.27825, -0.30379, 1.67044], [-3.86858, 0.45658, -1.88884], [-3.02186, -4.09417, -3.27028], [-1.56579, 1.14377, -0.16201], [9.14110, 1.58188, 0.12409], [-4.53539, -0.85404, 0.92754], [1.04513, 3.17123, 0.73793], [1.37420, -5.76076, 2.94843], [-0.07245, 1.79864, -1.03841], [-6.15368, 3.61577, -1.89692], [4.57283, -4.96205, -6.90138], [3.08212, 0.84612, 4.65349], [-0.82566, 4.19319, -2.70649], [1.11853, -4.57263, 1.60153], [1.58774, 7.01557, -2.34456], [-5.17944, 1.94499, 0.07364], [-0.31029, -6.09455, -0.63132], [-6.07256, 0.69442, 0.13339], [-1.22511, -4.34610, 4.46790], [0.06359, 5.96279, -4.94617], [-1.01688, 6.21712, 2.58564], [-1.36624, 0.75244, -2.99620], [0.90835, 5.50151, -2.20713], [3.84076, 1.54652, 2.79414], [3.36456, -9.82681, -0.32144], [-4.13125, -2.41549, 0.37160], [3.46353, 1.69205, -1.68228], [5.53597, -1.14885, -2.88009], [-4.07453, -10.80117, -1.04287], [-4.73697, 4.05212, 0.93566], [0.47352, 6.98410, -1.18327], [-2.51450, 5.79412, -5.41883], [3.23999, 2.70641, 1.21417], [5.89407, -2.77502, 3.53835], [-3.75561, 5.73656, 2.72529]],
  "total_energy_ha": -4584.36779,
  "homo_ev": -8.66,
  "orbital_gap_ev": 8.42,
  "charge": 0,
  "spin_multiplicity": 1
}

---

Record 2
{
  "formula": "C27H30BiIN6O3",
  "method": "ωB97M-V/def2-TZVPD",
  "species": ["Bi", "I", "O", "O", "O", "N", "N", "N", "N", "N", "N", "C", "C", "C", "C", "C", "C", "C", "C", "C", "C", "C", "C", "C", "C", "C", "C", "C", "C", "C", "C", "C", "C", "C", "C", "C", "C", "C", "H", "H", "H", "H", "H", "H", "H", "H", "H", "H", "H", "H", "H", "H", "H", "H", "H", "H", "H", "H", "H", "H", "H", "H", "H", "H", "H", "H", "H", "H"],
  "xyz": [[0.16074, -0.11888, 0.17571], [1.98955, -2.53306, 1.15859], [-0.04917, 2.64948, 1.10563], [-3.15378, 1.20407, -1.92007], [-0.81244, -3.52020, -0.86994], [0.92160, 0.40493, -3.12526], [2.71917, 0.18290, -1.94753], [-1.80817, 3.79044, 0.02550], [-2.63149, -0.14921, 2.00669], [-1.38905, 1.65982, -0.49581], [-0.90795, 0.26687, 3.24897], [-0.80206, 5.05323, -3.86950], [-3.13320, 5.67431, -4.12232], [1.35394, 0.13899, -1.85166], [-3.45245, 4.91095, -2.99631], [-4.50163, 5.03790, 0.08938], [-1.26561, -0.24079, 2.02919], [-4.19441, 3.77265, -0.43989], [-6.77248, 4.31738, 0.53016], [-6.48390, 3.07331, -0.02790], [-2.45654, 4.25359, -2.27633], [-2.78842, 3.48707, -0.99177], [-0.99570, 2.71040, 0.30617], [-1.80795, 5.75209, -4.54943], [-3.10934, 0.33275, 3.21784], [-2.03679, 0.58866, 3.99148], [3.68716, 0.08470, -0.87499], [-5.78528, 5.30779, 0.57927], [-2.49466, 1.99218, -1.22558], [-3.50061, -0.60532, 0.93504], [0.45093, 0.50436, 3.69070], [-0.44216, 0.54999, -3.61048], [-5.20025, 2.81237, -0.51978], [3.11096, 0.45451, -3.25025], [-0.48706, -2.45318, -0.60642], [3.21187, -4.36347, 1.49674], [1.99747, 0.61330, -3.98045], [-1.13164, 4.29903, -2.73145], [-4.15584, 0.48461, 3.39517], [-3.92893, 6.19557, -4.65593], [-4.18621, -1.39163, 1.28640], [3.40862, -4.86019, 0.53845], [-7.24292, 2.28964, -0.07552], [-4.48534, 4.83242, -2.66352], [-0.72632, 1.61480, -3.69403], [-1.16077, 0.03555, -2.96324], [-1.97921, 0.99313, 4.98714], [-4.99082, 1.85079, -0.98581], [-0.34799, 3.75943, -2.19100], [-0.50492, 0.11379, -4.61839], [-5.99571, 6.29669, 0.99733], [-7.77317, 4.53772, 0.90690], [4.13413, 0.52434, -3.54609], [4.39898, -0.71852, -1.09463], [-2.89267, -0.98652, 0.10670], [3.19164, -0.14819, 0.07322], [0.64041, 0.01192, 4.65548], [0.23826, 5.08409, -4.20963], [1.86337, 0.84525, -5.01964], [-4.11331, 0.22990, 0.57195], [4.26131, 1.01905, -0.77423], [-1.54603, 6.37561, -5.40209], [2.65980, -5.00954, 2.18601], [4.14245, -4.02537, 1.96250], [0.63485, 1.58014, 3.82668], [-3.73648, 5.81674, 0.13213], [-1.68313, 4.65822, 0.53878], [1.15458, 0.11175, 2.94431]],
  "total_energy_ha": -2113.20159,
  "homo_ev": [0.99, 2.60],
  "orbital_gap_ev": [3.24, 1.31],
  "charge": -2,
  "spin_multiplicity": 1
}

---

Record 3
{
  "formula": "C24H21ClN3",
  "method": "ωB97M-V/def2-TZVPD",
  "species": ["Cl", "N", "N", "N", "C", "C", "C", "C", "C", "C", "C", "C", "C", "C", "C", "C", "C", "C", "C", "C", "C", "C", "C", "C", "C", "C", "C", "C", "H", "H", "H", "H", "H", "H", "H", "H", "H", "H", "H", "H", "H", "H", "H", "H", "H", "H", "H", "H", "H"],
  "xyz": [[-1.50183, 7.57766, 1.99420], [3.64038, 0.23014, 2.60069], [-0.49764, 3.20751, 1.87506], [-2.19310, -2.24794, 1.86839], [1.85374, -1.13290, 2.97198], [0.06936, 0.57374, 2.20866], [-0.99903, 5.25325, 0.71351], [2.09571, -3.34750, 3.91693], [-0.69135, 3.88714, 0.72935], [-3.04402, -1.31747, 2.48054], [1.27441, -2.28696, 3.49125], [4.10043, -2.07034, 3.43946], [-0.61407, 3.85088, 3.04974], [5.00209, 0.71845, 2.58745], [-4.78421, -0.49878, 3.88243], [-2.84221, 0.91043, 3.41000], [1.38027, 0.16572, 2.46133], [-0.92208, 5.20912, 3.14223], [-1.11659, 5.91252, 1.94593], [-2.55524, -3.62573, 1.59587], [-4.07428, 0.70534, 4.04526], [-0.99326, -0.32808, 2.08058], [-2.33478, -0.10334, 2.61079], [3.49450, -3.25156, 3.88555], [-0.98529, -1.66876, 1.61810], [-4.27363, -1.53537, 3.08545], [2.54266, 0.96460, 2.28865], [3.26738, -1.05592, 2.99318], [5.09881, 1.59845, 3.23754], [-0.45858, 3.26127, 3.95773], [-4.48954, 1.49011, 4.67619], [-1.89447, -4.33674, 2.11454], [-0.15121, -2.20146, 1.16994], [-2.25371, 1.82073, 3.52112], [-1.01021, 5.68715, 4.11402], [-1.14354, 5.78296, -0.22595], [2.62122, 1.99467, 1.94592], [5.66486, -0.07023, 2.95191], [5.17783, -1.93140, 3.43679], [1.63912, -4.26614, 4.28698], [4.11360, -4.08442, 4.21775], [-0.13037, 1.65216, 2.08720], [-0.59831, 3.33654, -0.21263], [-4.80204, -2.47434, 2.93261], [5.30377, 1.00136, 1.57045], [0.19463, -2.38119, 3.57475], [-5.74187, -0.63100, 4.38654], [-3.57935, -3.77678, 1.94686], [-2.51351, -3.83760, 0.51830]],
  "total_energy_ha": -1551.38088,
  "homo_ev": -10.61,
  "orbital_gap_ev": 6.57,
  "charge": 1,
  "spin_multiplicity": 1
}